# 1
The following is a quantum chemistry calculation of 3 unconnected molecules or ions with the total composition C14H41N4O6P2 in a non-equilibrium geometry, from OMol25.

Structure (ORCA input):
```
! wB97M-V def2-TZVPD RIJCOSX def2/J DEFGRID3
* xyz 1 1
C -5.5927 -6.6958 0.3610
N -4.5478 -5.9875 -0.4330
C -4.7615 -6.4031 -1.8134
P -3.5740 -5.6198 -3.0117
P -1.6149 -5.1223 -2.1652
N -0.5569 -6.2112 -2.5859
O -1.1572 -3.6163 -2.7846
O -1.5920 -5.0579 -0.5074
H -5.4188 -6.5481 1.4334
H -5.4990 -7.7885 0.1924
H -6.6051 -6.3918 0.0746
H -3.6813 -6.3832 -0.0774
H -4.7813 -7.5033 -1.9607
H -5.7708 -6.0568 -2.1045
H -3.3271 -6.5735 -4.0400
H -4.1206 -4.4510 -3.6026
H -0.9757 -6.9536 -3.1401
H -1.9577 -3.0780 -2.6927
H -2.0438 -4.2347 -0.2634
C 3.4397 -3.3255 -0.0015
O 2.7861 -3.0782 -1.2355
C 1.3873 -2.8635 -1.1212
C 1.0353 -1.3993 -1.3502
N 1.4834 -0.5585 -0.2480
C 1.4609 0.8805 -0.5247
C 2.2843 1.4141 -1.7009
O 3.6879 1.3559 -1.5168
C 4.2801 0.0933 -1.7660
H 4.4369 -3.7019 -0.2246
H 3.5478 -2.4097 0.5868
H 2.9091 -4.0792 0.5863
H 0.9955 -3.2251 -0.1644
H 0.9146 -3.4467 -1.9105
H -0.0521 -1.3020 -1.4493
H 1.4931 -1.1022 -2.3002
H 2.4297 -0.8158 -0.0056
H 1.8197 1.3781 0.3795
H 0.4186 1.1871 -0.6600
H 2.0491 2.4778 -1.7932
H 2.0010 0.9613 -2.6581
H 3.7865 -0.4417 -2.5807
H 4.2872 -0.5149 -0.8585
H 5.3198 0.2620 -2.0473
C 0.5812 6.1563 -0.4933
O 0.8024 4.9233 0.1698
C 2.0160 4.8738 0.9159
C 1.7474 4.9176 2.4137
N 1.2760 6.2309 2.8396
C 0.7096 6.2712 4.1887
C -0.4879 5.3712 4.5114
O -1.6991 5.7405 3.8722
C -1.8265 5.3138 2.5285
H -0.2298 6.0092 -1.2060
H 0.2779 6.9402 0.2067
H 1.4698 6.4785 -1.0420
H 2.7136 5.6582 0.6109
H 2.4818 3.9116 0.6842
H 2.6715 4.6817 2.9493
H 1.0143 4.1325 2.6334
H 0.5678 6.5495 2.1937
H 0.4027 7.3044 4.3682
H 1.5113 6.0523 4.9013
H -0.6838 5.4761 5.5816
H -0.2751 4.3085 4.3493
H -1.3597 4.3408 2.3574
H -1.4137 6.0601 1.8463
H -2.8910 5.2283 2.3052
*
```

Results
- Orbital gap: 5.2 eV
- HOMO energy: -9.8 eV

natural (NBO) population analysis, charges in e, atoms 1 to 5: -0.427 -0.619 -0.493 0.579 1.853


# 2
The following is a quantum chemistry calculation of 6 unconnected molecules or ions with the total composition C14H41NO6 in a non-equilibrium geometry, from OMol25.

Structure (ORCA input):
```
! wB97M-V def2-TZVPD RIJCOSX def2/J DEFGRID3
* xyz 1 2
C -2.0316 2.6507 5.3391
C -2.3548 1.9260 4.0130
C -1.0967 1.4004 3.3934
O -1.3995 0.8724 2.0784
C -0.5856 -0.1334 1.4779
N -3.1972 0.8368 4.4567
H -1.4381 2.1432 6.0995
H -2.8914 3.0553 5.8733
H -1.3517 3.4860 5.1713
H -2.9304 2.4839 3.2744
H -0.5473 0.7506 4.0746
H -0.4332 2.2565 3.2715
H -0.8689 -0.2920 0.4374
H -0.5513 -1.1059 1.9691
H 0.4705 0.1356 1.4963
H -3.3836 0.4471 3.5437
H -2.6451 0.1716 4.9790
C -1.1431 5.6022 -2.8228
C -1.4448 4.2476 -2.0600
O -1.6193 4.4573 -0.6792
H -0.2616 6.0752 -2.3901
H -2.0563 6.1924 -2.7458
H -0.8995 5.3922 -3.8642
H -0.5094 3.7135 -2.2264
H -2.3123 3.6754 -2.3891
H -2.4537 4.9317 -0.6625
C 5.2689 -1.3536 -0.3089
C 6.4185 -2.1903 0.2065
O 6.2603 -3.4844 -0.1330
H 5.2845 -1.2894 -1.3969
H 5.2299 -0.3190 0.0321
H 4.3224 -1.7662 0.0402
H 6.5088 -2.2300 1.2920
H 7.3422 -1.7593 -0.1796
H 6.8277 -4.1107 0.3225
C -3.2719 -1.3537 -2.6331
C -3.8386 -1.1253 -1.2428
O -5.0932 -1.7982 -1.2399
H -3.8896 -0.9396 -3.4300
H -3.1091 -2.3981 -2.8990
H -2.3491 -0.7747 -2.6714
H -4.1520 -0.0882 -1.1237
H -3.2028 -1.4685 -0.4266
H -5.0664 -2.5947 -0.7046
C 0.7864 0.3464 -2.5079
C 2.1974 -0.2923 -2.3875
O 2.9931 -0.5693 -3.5213
H 0.3912 0.6569 -1.5406
H 0.1431 -0.4164 -2.9467
H 0.6727 1.2559 -3.0977
H 2.0763 -1.2803 -1.9434
H 2.7837 0.2257 -1.6286
H 3.8721 -0.3219 -3.2250
C 1.3461 -3.5163 0.3656
C 0.0985 -3.6135 -0.5253
O -0.1007 -4.9738 -0.9773
H 2.2356 -3.2719 -0.2151
H 1.4179 -4.4862 0.8579
H 1.1860 -2.7115 1.0831
H 0.0436 -2.8566 -1.3077
H -0.6955 -3.4824 0.2098
H -1.0020 -5.0210 -1.3044
*
```

Results
- Orbital gap (spin up / spin down): 8.7 / 2.6 eV
- Energy relative to the best compared isomer or geometry (same formula, charge and spin): 26.9 kcal per mole
- HOMO energy (spin up / spin down): -11.7 / -11.7 eV

natural (NBO) population analysis, charges in e, atoms 1 to 5: -0.651 -0.110 -0.070 -0.450 -0.276


# 3
The following is a quantum chemistry calculation of a molecular structure, C14H42BCaF4O7 in a non-equilibrium geometry, from OMol25.

Structure (ORCA input):
```
! wB97M-V def2-TZVPD RIJCOSX def2/J DEFGRID3
* xyz 1 1
Ca -1.1029 0.7240 -2.1707
B -0.3125 0.4716 0.5537
F 0.0406 1.5028 -0.2864
F -0.7478 -0.5681 -0.2579
F 0.7771 0.0552 1.3219
F -1.2460 0.9665 1.3712
C 3.6071 2.7797 3.6564
C 2.8739 1.6316 2.9615
O 1.5109 1.8332 3.0687
H 3.4187 3.7819 3.2714
H 4.6831 2.6128 3.6065
H 3.2979 2.9131 4.6931
H 3.2257 0.6448 3.2625
H 3.0368 1.5998 1.8843
H 1.1688 1.1634 2.4721
C 0.3979 -1.8503 -5.3273
C -0.7822 -1.8779 -4.3871
O -0.4384 -1.4881 -3.0769
H 0.1329 -2.4004 -6.2302
H 1.3076 -2.3285 -4.9641
H 0.6835 -0.8304 -5.5850
H -1.2470 -2.8545 -4.2516
H -1.5792 -1.1984 -4.6888
H 0.0198 -2.2057 -2.6334
C -3.0041 -2.8706 -1.1977
C -3.7031 -1.4905 -1.3080
O -3.1542 -0.5958 -2.2593
H -2.8862 -3.3455 -2.1717
H -3.5621 -3.5034 -0.5075
H -1.9952 -2.7564 -0.8014
H -3.6586 -1.0528 -0.3107
H -4.7396 -1.6551 -1.6023
H -3.6086 -0.8856 -3.0537
C -1.0708 -1.1581 4.2544
C -1.9300 0.1349 4.3644
O -2.8035 0.1836 3.3065
H -0.3903 -1.2885 5.0958
H -0.5110 -1.2113 3.3207
H -1.5938 -2.1108 4.3380
H -1.3103 1.0315 4.3536
H -2.4036 0.1502 5.3461
H -2.2846 0.5725 2.5986
C 3.1080 1.2749 -1.4276
C 2.0632 0.3221 -2.0291
O 1.1568 1.0332 -2.8703
H 3.9053 0.7660 -0.8858
H 2.5985 1.8439 -0.6499
H 3.5002 2.0124 -2.1278
H 1.6352 -0.2146 -1.1825
H 2.5605 -0.3772 -2.7012
H 1.6259 1.0804 -3.7065
C -3.1076 4.5185 -1.2422
C -2.4823 3.3271 -0.5636
O -2.7870 2.1740 -1.3086
H -3.2189 5.3520 -0.5487
H -4.1135 4.2949 -1.5975
H -2.5218 4.8376 -2.1042
H -2.8942 3.2564 0.4431
H -1.4122 3.5089 -0.4639
H -3.7327 2.1413 -1.1465
C 2.9070 -2.9512 2.4301
C 2.4731 -2.4379 1.0822
O 3.2318 -3.0826 0.0706
H 3.9585 -2.6949 2.5595
H 2.7467 -4.0226 2.5500
H 2.3764 -2.4718 3.2528
H 2.7680 -1.3939 0.9762
H 1.3929 -2.4991 0.9499
H 4.1454 -2.8236 0.2115
*
```

Results
- Orbital gap: 7.7 eV
- Energy relative to the best compared isomer or geometry (same formula, charge and spin): 0.0 kcal per mole
- HOMO energy: -11.3 eV

natural (NBO) population analysis, charges in e, atoms 1 to 5: 1.861 1.311 -0.578 -0.576 -0.539


# 4
The following is a quantum chemistry calculation of 8 unconnected molecules or ions with the total composition C14H42BF4O14 in a non-equilibrium geometry, from OMol25.

Structure (ORCA input):
```
! wB97M-V def2-TZVPD RIJCOSX def2/J DEFGRID3
* xyz -1 1
B -0.3203 0.1301 -0.6065
F -0.5333 -1.0941 -1.0867
F -0.8170 0.1869 0.6453
F 0.9747 0.4032 -0.6440
F -1.0461 1.0511 -1.3033
C 2.7123 1.8380 1.4482
C 3.4721 2.2014 2.7040
O 3.3203 1.2074 3.7265
O 3.1115 0.6094 0.9196
H 2.8416 2.6087 0.6882
H 1.6500 1.8289 1.6920
H 3.0551 3.1521 3.0364
H 4.5241 2.2506 2.4231
H 3.0022 1.4530 4.5983
H 2.7023 0.5283 0.0549
C -4.7819 -1.6739 -1.7048
C -3.8605 -0.9584 -0.7791
O -3.4196 0.2814 -1.3893
O -5.8830 -0.8667 -1.8722
H -5.1325 -2.6722 -1.4428
H -4.4324 -1.8864 -2.7151
H -3.0063 -1.5521 -0.4534
H -4.3567 -0.6790 0.1503
H -2.5393 0.5560 -1.1223
H -5.5570 0.0362 -1.8862
C 2.9594 -4.2698 -0.0628
C 1.8175 -3.2805 -0.2550
O 2.1294 -2.0579 0.3599
O 3.0855 -4.5629 1.3268
H 3.8305 -3.7634 -0.4785
H 2.7663 -5.1965 -0.6032
H 0.9108 -3.7894 0.0722
H 1.5369 -3.1497 -1.3001
H 1.3255 -1.5775 0.1488
H 2.3708 -5.1442 1.5969
C 0.2183 -0.1533 4.9947
C -0.3469 -0.5185 3.6248
O 0.6050 -0.4319 2.6386
O 1.5046 -0.7612 5.2494
H -0.4691 -0.5297 5.7522
H 0.2104 0.9367 4.9993
H -1.2416 0.0547 3.3819
H -0.6389 -1.5629 3.5154
H 0.4140 0.2772 2.0203
H 1.5451 -1.0132 6.1749
C 1.7795 2.5562 -3.3963
C 2.7654 3.5167 -4.0976
O 3.7933 3.9170 -3.2025
O 1.0547 3.2787 -2.4617
H 2.2022 1.6320 -3.0023
H 1.0195 2.2194 -4.1013
H 2.2203 4.2969 -4.6289
H 3.1839 2.9605 -4.9364
H 3.3839 4.5645 -2.6238
H 0.4142 2.6723 -2.0829
C -1.7600 4.4622 0.8949
C -0.8247 3.4292 1.4562
O 0.4255 3.8554 1.4337
O -1.6825 5.7476 1.5670
H -2.7787 4.1231 1.0829
H -1.4699 4.5624 -0.1509
H -0.8406 2.4645 0.9490
H -0.9541 3.3014 2.5309
H 0.3746 4.8120 1.3714
H -0.9251 6.2479 1.2543
C -1.8426 -3.6318 -2.7818
C -2.1427 -5.1497 -3.0286
O -3.4653 -5.4642 -2.6281
O -1.7102 -3.3101 -1.4392
H -2.5775 -3.0440 -3.3320
H -0.9020 -3.5517 -3.3267
H -1.5481 -5.8428 -2.4334
H -2.2652 -5.5235 -4.0451
H -3.6603 -5.1653 -1.7369
H -1.4813 -2.3829 -1.3418
*
```

Results
- Orbital gap: 8.8 eV
- Energy relative to the best compared isomer or geometry (same formula, charge and spin): 71.5 kcal per mole
- HOMO energy: -6.5 eV

Löwdin population analysis, charges in e, atoms 1 to 5: -1.531 0.219 0.190 0.235 0.173


# 5
The following is a quantum chemistry calculation of a molecular structure, C14H42F3O12Y in a non-equilibrium geometry, from OMol25.

Structure (ORCA input):
```
! wB97M-V def2-TZVPD RIJCOSX def2/J DEFGRID3
* xyz 0 1
Y -29.8425 15.2623 17.5565
O -31.3400 13.9907 18.8652
C -30.6423 12.8025 19.1580
C -29.1773 12.9796 19.5879
O -28.3950 13.8705 18.7903
H -30.7053 12.2273 18.2180
H -31.1913 12.2758 19.9496
H -28.7429 11.9707 19.6083
H -29.1945 13.3835 20.6119
C -29.2621 13.5054 15.1320
O -28.2551 14.2098 15.8689
O -30.4364 14.0609 15.5775
C -29.0705 13.3372 13.6107
F -28.4179 14.4620 13.1313
F -28.2428 12.3145 13.2836
F -30.2129 13.2344 12.9484
C -26.8719 14.0135 15.4986
C -26.0315 14.5906 16.6201
H -24.9802 14.5149 16.3410
H -26.2568 15.6443 16.7935
H -26.2300 14.0248 17.5287
H -26.6324 14.4956 14.5496
H -26.6976 12.9559 15.2902
H -29.1639 12.5082 15.5939
C -28.1525 8.5227 18.3035
O -28.6000 7.5442 19.2325
H -27.8954 8.1631 17.2980
H -28.7554 9.4160 18.1276
H -27.1538 8.8121 18.6370
H -29.2345 7.0108 18.7366
C -25.9141 11.4346 19.0445
O -26.7828 11.3941 17.9043
H -25.8391 12.4689 19.3950
H -26.4409 10.8656 19.8201
H -24.9113 11.0689 18.8466
H -27.5364 11.9429 18.1655
C -31.5417 8.9475 20.4303
O -30.3324 8.8491 21.1453
H -31.4355 9.5171 19.5001
H -32.0554 8.0162 20.1671
H -32.2243 9.5031 21.0731
H -29.6558 8.4696 20.5609
C -29.5091 17.8029 20.1138
O -29.3276 16.5004 19.5394
H -30.4421 18.3033 19.8624
H -29.4640 17.7697 21.2035
H -28.6590 18.4286 19.8305
H -28.9541 15.9872 20.2772
C -26.4247 14.4287 21.7925
O -27.0648 15.3739 20.9362
H -25.8375 14.9609 22.5384
H -27.1932 13.8574 22.3226
H -25.7815 13.7503 21.2345
H -27.4143 14.8749 20.1776
C -31.7730 10.2209 16.1180
O -32.5512 10.3476 14.9220
H -32.3575 10.2928 17.0324
H -31.2717 9.2469 16.1537
H -30.9753 10.9672 16.0867
H -32.1569 9.7112 14.3204
C -31.5629 15.1243 22.2599
O -32.1726 15.9233 21.2157
H -31.0886 15.8232 22.9550
H -32.3355 14.5646 22.7817
H -30.7815 14.5299 21.7911
H -32.1711 16.8162 21.5659
C -33.7751 11.9233 21.6670
O -34.5027 12.8439 20.8020
H -34.1725 10.9381 21.4214
H -32.6926 11.9533 21.6169
H -34.0649 12.1556 22.6951
H -35.3800 12.7284 21.1815
*
```

Results
- Orbital gap: 7.1 eV
- Energy relative to the best compared isomer or geometry (same formula, charge and spin): 0.0 kcal per mole
- HOMO energy: -8.2 eV

Löwdin population analysis, charges in e, atoms 1 to 5: 1.844 -0.364 -0.352 -0.313 -0.397


# 6
The following is a quantum chemistry calculation of 5 unconnected molecules or ions with the total composition C14H42FO20P5S in a non-equilibrium geometry, from OMol25.

Structure (ORCA input):
```
! wB97M-V def2-TZVPD RIJCOSX def2/J DEFGRID3
* xyz 0 1
O -1.5782 2.0297 -7.0770
P -0.8643 0.5845 -7.0467
O 0.2867 0.6462 -5.7347
S 0.2778 -0.8476 -4.8461
O -1.2281 -1.0408 -4.4287
O 1.2997 -0.7499 -3.4853
C 0.6315 -0.1265 -2.3274
C -0.1982 -1.2308 -1.3842
F -1.5502 -0.6520 -1.0841
H -1.9256 -0.3750 -6.8746
H -0.2509 0.2997 -8.3487
H 1.5087 0.2618 -1.6169
H -0.0247 0.8074 -2.5852
H 0.3990 -1.5076 -0.4039
H -0.3602 -2.1659 -2.0987
C -0.2393 -1.1551 4.3366
O -0.0021 0.1155 3.7588
P 1.5376 0.5168 3.0796
O 1.3375 -0.5555 2.0010
O 2.2872 -0.1569 4.3900
C 2.2069 0.5015 5.6373
O 3.0773 0.9180 2.4003
C 4.1162 -0.0427 2.4345
H -1.2145 -1.5144 3.9974
H 0.5232 -1.8924 4.0748
H -0.2817 -1.0445 5.4217
H 1.8683 -0.2162 6.3865
H 1.5014 1.3412 5.6056
H 3.1969 0.8666 5.9187
H 3.7584 -1.0428 2.1748
H 4.5832 -0.0554 3.4216
H 4.8789 0.2514 1.7048
C 1.2421 3.0932 9.1521
O 2.3584 2.3512 9.6080
P 2.1542 0.9161 10.5523
O 1.4811 0.2294 9.3571
O 1.0063 1.6824 11.4621
C 1.4082 2.7033 12.3522
O 1.9500 -0.5190 11.4966
C 0.6412 -0.9478 11.8230
H 1.4108 3.3680 8.1075
H 0.3023 2.5413 9.2284
H 1.1719 4.0141 9.7338
H 0.7947 3.5865 12.1658
H 2.4637 2.9682 12.2122
H 1.2481 2.3715 13.3802
H -0.0397 -0.8712 10.9709
H 0.2558 -0.3692 12.6652
H 0.6917 -1.9983 12.1311
C 2.0697 -4.4225 -11.2175
O 1.1202 -4.4858 -10.1691
P 1.1976 -3.4001 -8.8243
O 0.9107 -2.2217 -9.7635
O 2.8304 -3.6403 -8.7291
C 3.3129 -4.8881 -8.2750
O 1.2751 -2.3144 -7.4796
C 2.3141 -1.3546 -7.4289
H 1.5410 -4.5078 -12.1705
H 2.6497 -3.4967 -11.2130
H 2.7448 -5.2758 -11.1310
H 4.0422 -5.2606 -8.9965
H 2.5035 -5.6222 -8.1769
H 3.8057 -4.7563 -7.3094
H 2.4806 -0.8789 -8.3992
H 3.2370 -1.8189 -7.0748
H 2.0294 -0.5792 -6.7087
C -6.8229 2.2067 -0.5130
O -5.8167 3.1935 -0.6481
P -5.1189 3.5554 -2.1892
O -6.4766 4.0756 -2.6781
O -5.0027 1.9384 -2.5123
C -4.0540 1.1661 -1.8055
O -4.4211 3.9173 -3.7304
C -4.8623 3.2038 -4.8704
H -7.6063 2.5968 0.1422
H -7.2679 1.9170 -1.4678
H -6.3898 1.3281 -0.0315
H -4.5607 0.2962 -1.3839
H -3.5941 1.7388 -0.9905
H -3.2789 0.8246 -2.4948
H -5.9495 3.0886 -4.8865
H -4.3801 2.2248 -4.9102
H -4.5614 3.7640 -5.7628
*
```

Results
- Orbital gap: 5.4 eV
- HOMO energy: -9.0 eV

Löwdin population analysis, charges in e, atoms 1 to 5: -0.490 0.748 -0.549 0.987 -0.461


| no. | total energy (eV) |
| --- | --- |
| 1 | -51995.07192 |
| 2 | -28944.67827 |
| 3 | -59518.78100 |
| 4 | -55413.33365 |
| 5 | -48961.78079 |
| 6 | -116127.86322 |